Arrangement A

Density functional theory data (ωB97M-V/def2-TZVPD) for a 2-piece molecular cluster, C3H11NO2 overall.

HOMO level (alpha / beta) (eV): -15.649 / -15.606
HOMO-LUMO gap (alpha / beta) (eV): 12.127 / 6.687
Multiplicity: 2
Total charge: +1

Last column: Mulliken spin population.
Geometry (Å):
C1 0.61 -0.69 -0.93  0.04
N1 0.05 0.11 0.13  0.74
C2 0.69 -0.03 1.48  -0.01
O1 1.96 0.48 1.38  0.13
C3 -0.19 -0.54 -2.24  0.05
H1 1.61 -0.29 -1.13  0.06
H2 0.56 -1.74 -0.62  0.00
H3 0.14 1.12 -0.10  -0.02
H4 0.11 0.40 2.30  0.00
H5 0.78 -1.09 1.69  0.00
H6 1.93 1.44 1.29  -0.01
H7 0.28 -1.09 -3.04  0.00
H8 -1.19 -0.92 -2.08  0.00
H9 -0.35 0.51 -2.48  0.00
H10 -3.11 0.71 1.47  0.00
H11 -1.63 0.54 1.18  -0.01
O2 -2.25 1.08 1.68  0.03

Arrangement B

Density functional theory data (ωB97M-V/def2-TZVPD) for a 2-piece molecular cluster, C3H11NO2 overall.

HOMO level (alpha / beta) (eV): -14.304 / -13.977
HOMO-LUMO gap (alpha / beta) (eV): 10.821 / 5.236
Multiplicity: 2
Total charge: +1

Last column: Mulliken spin population.
Geometry (Å):
C1 -1.73 -0.22 -0.28  0.05
C2 -0.63 0.67 0.15  0.12
C3 0.46 0.54 -0.89  0.00
O1 1.59 1.43 -0.81  0.05
N1 -2.46 -0.62 0.88  0.66
H1 -2.33 0.08 -1.15  0.00
H2 -1.20 -1.22 -0.50  0.11
H3 -1.12 1.60 0.37  0.01
H4 -0.14 0.58 1.06  0.01
H5 0.79 -0.55 -0.95  0.00
H6 -0.15 0.78 -1.79  0.01
H7 2.26 1.03 -0.14  0.00
H8 -3.40 -0.99 0.63  -0.01
H9 -1.92 -1.26 1.37  0.00
H10 3.49 -0.19 1.36  0.00
H11 3.55 -1.01 0.01  0.00
O2 2.95 -0.64 0.68  0.00

Q: Which of them is the most stable? A: arrangement A.

Arrangement A

Density functional theory data (ωB97M-V/def2-TZVPD) for one molecule with the formula C3H5ClN2O.

HOMO level (eV): -10.036
HOMO-LUMO gap (eV): 9.169
Structure (SMILES): [H]/N=C(\N)C(=O)CCl
Total charge: 0

Last column: Löwdin charge in e.
Geometry (Å):
C1 -0.58 -0.27 -0.36  -0.53
C2 0.60 -0.45 0.44  -0.37
C3 1.08 0.70 1.32  -0.54
H1 -0.14 -1.40 -2.21  0.22
H2 -2.08 -0.88 -1.78  0.17
H3 -2.10 0.35 -0.56  0.06
H4 0.13 1.50 1.42  0.11
H5 1.66 0.39 2.36  0.13
N1 -1.02 -1.17 -1.36  0.03
N2 -1.33 0.64 0.07  0.16
O1 1.52 -1.27 0.06  0.04
Cl1 2.26 1.87 0.61  0.51

Arrangement B

Density functional theory data (ωB97M-V/def2-TZVPD) for one molecule with the formula C3H5ClN2O.

HOMO level (eV): -8.202
HOMO-LUMO gap (eV): 8.915
Structure (SMILES): N/C=C(Cl)\C=N/O
Total charge: 0

Last column: Löwdin charge in e.
Geometry (Å):
C1 0.53 -0.44 1.29  -0.24
C2 -0.49 -0.13 0.46  -0.71
C3 -0.33 0.83 -0.56  -0.24
H1 1.85 -0.12 -0.13  0.13
H2 2.55 -0.43 1.36  0.08
H3 0.51 -1.08 2.22  0.14
H4 0.38 1.65 -0.34  0.13
H5 -2.21 -0.19 -2.69  0.16
N1 1.76 0.01 0.92  0.03
N2 -0.89 0.76 -1.71  -0.02
O1 -1.59 -0.41 -1.88  -0.12
Cl1 -2.07 -0.46 1.06  0.66

Q: Which of them is the most stable? A: arrangement B.

Arrangement A

Density functional theory data (ωB97M-V/def2-TZVPD) for a 2-piece molecular cluster, C4H5PS overall.

HOMO level (eV): -8.384
HOMO-LUMO gap (eV): 7.776
Total charge: 0

Last column: Löwdin charge in e.
Geometry (Å):
C1 1.72 -0.91 -0.98  -0.48
C2 -0.06 0.53 0.11  -0.84
C3 0.64 -0.69 0.00  -0.65
C4 -1.51 0.70 0.54  -0.13
P1 2.48 -1.02 0.48  1.01
S1 0.88 1.89 -0.14  0.64
H1 1.80 -0.70 -1.97  0.03
H2 -0.49 -2.03 -0.04  0.20
H3 -1.57 0.10 1.37  0.03
H4 -2.14 0.30 -0.25  0.07
H5 -1.74 1.84 0.88  0.13

Arrangement B

Density functional theory data (ωB97M-V/def2-TZVPD) for one molecule with the formula C4H5PS.

HOMO level (eV): -7.693
HOMO-LUMO gap (eV): 7.100
Structure (SMILES): C=PC1=C(C)S1
Total charge: 0

Last column: Löwdin charge in e.
Geometry (Å):
C1 -0.13 -0.18 0.09  -0.72
C2 1.16 -0.14 0.30  -0.68
C3 -3.00 -0.61 -0.09  -0.33
C4 2.29 0.82 -0.01  -0.07
P1 -1.77 0.51 0.16  0.84
S1 0.78 -1.84 0.17  0.73
H1 -2.58 -1.60 -0.24  -0.02
H2 -4.03 -0.50 0.01  -0.04
H3 1.76 1.56 -0.81  0.14
H4 3.25 0.56 -0.45  0.07
H5 2.27 1.43 0.89  0.07

Q: Which of them is the most stable? A: arrangement B.